No. 1
22
Properties=species:S:1:pos:R:3:forces:R:3 method="wB97M-V/def2-TZVPD" homo_ev=-13.997 fmax_ev_per_a=6.98 energy_ev=-16485.22400 total_charge=+1
C 0.543 3.289 -0.673 -0.39 2.37 0.07
C 1.444 0.774 1.124 0.28 1.61 -1.32
C 0.259 1.803 -0.817 -5.82 1.18 3.68
C 0.022 1.091 0.667 0.84 -2.09 -2.61
C -0.918 -0.106 0.433 0.08 -0.76 -0.25
N -0.524 -1.372 0.374 -0.02 1.43 0.70
N -2.122 -4.032 -0.748 -1.06 1.52 -0.64
I -2.911 0.449 0.093 0.49 -0.57 0.12
H 1.542 3.660 -0.161 -2.02 -1.13 -0.92
H 0.599 3.635 -1.757 -0.05 0.06 1.45
H -0.392 3.871 -0.146 2.41 -1.47 -1.32
H 1.819 1.827 0.935 0.62 -1.42 0.98
H 2.071 0.103 0.484 -0.86 0.45 0.17
H 1.535 0.452 2.127 0.17 -0.02 1.18
H 0.932 1.254 -1.316 2.42 -1.90 -1.97
H -0.826 1.685 -1.218 2.18 0.48 -0.29
H -0.496 1.811 1.259 -0.26 0.40 0.61
H 0.448 -1.483 0.706 -0.55 -0.28 -0.49
H -1.084 -2.261 0.164 0.30 1.47 -0.15
H -3.134 -4.106 -0.932 0.91 0.03 -0.27
H -1.580 -4.597 -1.374 0.00 -0.37 -0.24
H -2.016 -4.335 0.176 0.35 -0.98 1.49

No. 2
13
Properties=species:S:1:pos:R:3:forces:R:3 method="wB97M-V/def2-TZVPD" homo_ev=-9.564 smiles="C=CN(C)C=O" fmax_ev_per_a=0.78 energy_ev=-7798.21262
C -0.746 -0.795 1.803 -0.24 0.11 0.13
C -0.029 0.041 1.059 0.06 -0.16 0.06
N 0.038 -0.062 -0.369 0.26 -0.20 0.15
C -0.314 1.138 -1.116 0.02 0.35 -0.23
C 1.014 -0.869 -0.912 0.10 0.32 -0.19
O 1.521 -0.670 -1.998 -0.37 -0.35 0.47
H -0.844 -0.631 2.886 0.30 -0.27 -0.54
H -1.311 -1.631 1.354 0.32 0.67 0.23
H 0.615 0.841 1.477 -0.69 -0.35 -0.04
H -1.088 1.701 -0.581 0.27 -0.24 -0.03
H -0.715 0.873 -2.102 0.21 -0.04 0.26
H 0.573 1.771 -1.267 -0.26 -0.05 -0.01
H 1.286 -1.706 -0.235 0.00 0.20 -0.24

No. 3
106
Properties=species:S:1:pos:R:3:forces:R:3 method="wB97M-V/def2-TZVPD" homo_ev="-11.929 / -11.937" fmax_ev_per_a=3.54 energy_ev=-72093.94669 total_charge=+2 multiplicity=6
Sm 0.453 0.494 0.416 -0.04 -1.05 1.44
C -0.059 1.700 2.880 1.61 0.31 0.88
C 0.438 0.449 3.368 1.83 1.42 -1.97
C 1.836 0.411 2.951 -0.74 0.16 0.10
C 2.205 1.634 2.255 -1.03 -0.33 1.35
C 1.038 2.426 2.300 -0.49 -0.31 -0.74
C 0.928 3.878 1.966 -0.91 -0.23 -0.11
C 3.594 2.209 2.081 0.85 -1.60 -1.42
C 2.803 -0.566 3.514 1.01 -0.20 0.80
C -0.270 -0.488 4.270 -0.15 -1.73 0.09
C -1.221 2.392 3.490 -1.57 0.22 -0.79
H 1.862 4.420 1.961 0.29 0.04 -0.10
H 0.290 4.281 2.744 0.02 0.58 0.19
H 0.358 4.067 1.042 0.29 0.05 -0.02
H 4.377 1.427 2.298 -0.77 0.92 0.26
H 3.766 3.110 2.656 0.00 0.02 0.30
H 3.836 2.443 1.020 -0.36 0.14 0.47
H 3.001 -1.418 2.880 -0.21 -0.53 -0.11
H 2.467 -0.907 4.519 0.23 0.03 -0.77
H 3.824 -0.145 3.670 -0.77 0.09 -0.04
H -0.344 -0.141 5.327 -0.16 -0.05 -0.83
H 0.287 -1.448 4.296 -0.15 0.50 0.16
H -1.258 -0.825 3.868 0.47 0.65 0.53
H -1.031 3.208 4.195 0.66 -0.16 -0.09
H -1.825 1.671 4.064 -0.05 0.26 -0.40
H -1.831 2.865 2.680 0.21 -0.31 0.77
C -2.863 -0.277 -3.273 -0.27 -0.45 -0.86
N -1.944 -1.221 -2.643 -0.88 0.75 1.03
C -0.836 -1.682 -3.453 0.56 0.65 -0.35
C -2.027 -1.469 -1.288 -0.07 0.30 -1.42
N -0.848 -1.439 -0.653 -0.26 -0.66 0.37
C -0.421 -2.562 0.088 -0.27 -0.32 0.66
C -1.205 -3.722 0.329 0.73 0.17 0.05
C -0.713 -4.719 1.168 -0.13 0.11 0.62
C 0.472 -4.501 1.880 0.48 -0.99 0.02
C 1.293 -3.431 1.599 0.21 0.40 -0.78
C 0.921 -2.540 0.561 -0.36 -1.29 0.51
N 1.860 -1.741 -0.081 2.20 1.20 -0.83
C 3.010 -2.290 -0.585 -2.82 -1.80 1.17
N 3.066 -3.639 -0.984 0.46 2.33 -0.02
C 2.025 -4.195 -1.804 0.07 -0.69 -0.59
C 4.257 -4.479 -0.948 0.05 0.47 -0.43
N 4.120 -1.581 -0.675 0.91 0.09 -0.02
C 4.999 -1.762 -1.793 1.78 0.91 -1.24
C 4.507 -0.572 0.272 0.94 0.39 1.08
N -3.294 -1.650 -0.795 0.68 -0.46 0.09
C -3.552 -1.791 0.638 -0.02 0.56 0.85
C -4.400 -2.116 -1.650 -1.05 -0.65 0.33
H -2.256 0.459 -3.845 -0.46 -0.29 0.43
H -3.513 0.217 -2.528 0.48 -0.20 -0.37
H -3.502 -0.822 -4.000 0.18 0.58 0.27
H -1.145 -2.491 -4.121 -0.15 0.19 -0.12
H -0.068 -2.094 -2.800 0.03 0.25 -0.06
H -0.420 -0.831 -4.074 -0.35 -0.93 0.71
H -2.119 -3.875 -0.240 0.08 0.05 0.25
H -1.259 -5.642 1.394 0.07 0.44 -0.44
H 0.902 -5.295 2.505 -0.60 0.43 0.03
H 2.281 -3.346 2.090 -0.64 -0.04 -0.54
H 1.430 -3.379 -2.230 -0.17 -0.47 0.26
H 1.465 -4.921 -1.211 -0.55 0.17 -0.22
H 2.494 -4.777 -2.646 -0.42 0.65 0.63
H 3.927 -5.353 -0.417 0.32 -0.75 0.10
H 5.092 -4.022 -0.415 -0.21 0.02 0.04
H 4.588 -4.734 -1.987 -0.21 0.02 0.85
H 4.870 -2.716 -2.301 -0.16 0.35 0.03
H 6.075 -1.704 -1.487 -0.88 -0.16 0.01
H 4.893 -0.921 -2.549 -0.14 -0.85 0.78
H 5.368 -0.903 0.990 -1.21 0.47 -1.59
H 3.677 -0.332 0.920 -0.26 0.00 0.04
H 4.764 0.337 -0.291 0.26 -0.18 0.41
H -2.793 -1.273 1.222 0.46 -0.24 -0.27
H -3.571 -2.837 1.007 -0.18 0.55 -0.51
H -4.460 -1.241 0.958 0.09 -0.61 -0.65
H -4.088 -2.473 -2.629 0.32 0.21 0.17
H -5.193 -1.354 -1.793 0.59 -0.21 0.15
H -4.910 -2.992 -1.170 0.57 0.74 -0.14
C -3.676 1.471 1.715 -0.04 0.50 0.12
N -3.548 2.450 0.641 1.42 -0.15 -1.07
C -4.507 3.539 0.652 -0.80 0.14 -0.09
C -4.179 4.650 -0.350 0.50 -0.26 0.35
C -3.692 4.012 -1.645 -0.96 0.06 -0.63
N -2.556 3.188 -1.361 1.16 -1.13 1.16
C -1.491 3.102 -2.341 -0.98 1.56 -1.43
C -2.508 2.427 -0.244 0.32 0.25 0.76
O -1.460 1.743 0.003 -0.45 -0.41 -0.38
H -2.921 0.676 1.686 -0.31 0.54 -0.19
H -3.596 2.007 2.655 0.01 -0.19 0.19
H -4.685 1.082 1.674 -0.20 -0.41 -0.11
H -4.541 3.978 1.660 -0.01 -0.23 -0.14
H -5.495 3.087 0.448 0.16 0.38 0.06
H -3.447 5.338 0.093 0.11 -0.29 -0.30
H -5.063 5.239 -0.499 -0.53 0.22 -0.23
H -3.428 4.717 -2.474 -0.28 -0.46 0.89
H -4.481 3.323 -2.007 0.02 0.59 -0.15
H -1.177 4.151 -2.538 0.24 -0.61 0.08
H -1.944 2.771 -3.302 0.43 -0.07 0.49
H -0.650 2.492 -2.078 -0.05 -0.25 0.31
N 2.147 3.146 -2.912 0.60 0.68 -0.90
C 2.275 1.915 -3.519 0.65 -0.51 -0.41
C 2.013 0.993 -2.570 -1.07 0.58 1.64
N 1.625 1.645 -1.366 1.04 0.68 -1.60
C 1.773 2.933 -1.638 0.01 0.61 0.58
H 2.460 4.032 -3.381 -0.72 -1.21 1.05
H 2.632 1.757 -4.535 -0.20 0.32 0.36
H 2.001 -0.066 -2.509 0.12 -0.71 -0.62
H 1.641 3.751 -0.929 -0.06 -0.33 -0.23

No. 4
57
Properties=species:S:1:pos:R:3:forces:R:3 method="wB97M-V/def2-TZVPD" homo_ev="-5.819 / -5.164" fmax_ev_per_a=3.31 energy_ev=-83138.26564 multiplicity=2
Fe 0.531 0.123 0.728 -2.23 -0.83 -0.88
C -2.743 0.963 1.843 0.21 -0.06 0.08
C -1.687 1.350 2.887 -0.12 -0.01 -0.23
N -0.448 1.805 2.267 0.65 -0.06 0.39
C -0.416 3.188 1.817 -0.12 -0.08 -0.05
C -1.154 3.432 0.500 0.27 -0.30 -0.36
S -0.690 2.257 -0.844 0.15 -0.04 0.37
C -2.314 1.547 -1.289 0.38 0.02 0.15
C -2.745 0.285 -0.520 0.03 -0.02 0.22
N -2.120 0.179 0.785 -0.37 -0.34 0.11
H -3.550 0.413 2.350 0.02 0.12 -0.06
H -3.196 1.854 1.406 -0.03 -0.03 0.00
H -2.105 2.110 3.566 0.01 -0.10 0.00
H -1.444 0.458 3.465 0.02 0.00 0.04
H 0.318 1.657 2.917 -0.12 0.04 -0.07
H -0.853 3.868 2.572 0.13 -0.02 -0.11
H 0.633 3.460 1.674 -0.07 0.00 0.07
H -2.232 3.373 0.621 0.01 0.09 -0.01
H -0.905 4.429 0.137 -0.08 0.00 0.07
H -3.040 2.352 -1.199 -0.03 0.06 -0.03
H -2.214 1.305 -2.345 -0.10 0.05 -0.09
H -3.845 0.285 -0.449 0.08 -0.04 -0.13
H -2.447 -0.590 -1.097 -0.08 0.02 0.04
H -2.083 -0.791 1.078 0.07 0.12 -0.07
O -1.011 -3.560 1.942 -0.25 -0.45 -0.17
C -0.502 -2.636 1.321 0.49 0.75 0.50
O 0.137 -1.654 1.826 0.40 0.57 -0.12
C -0.645 -2.592 -0.192 0.64 1.29 -0.56
C -1.361 -3.584 -0.858 -0.34 -0.36 -0.82
C -1.515 -3.501 -2.222 0.16 0.21 0.52
C -0.925 -2.423 -2.925 0.16 0.06 0.53
C -1.035 -2.261 -4.314 0.15 0.42 -0.58
C -0.446 -1.187 -4.948 -0.52 -0.77 -0.03
C 0.279 -0.253 -4.212 0.34 0.31 0.85
C 0.408 -0.379 -2.844 0.13 0.33 -0.52
C -0.194 -1.456 -2.171 -0.47 -0.54 -0.30
N -0.099 -1.543 -0.824 0.09 -0.31 1.35
H -1.790 -4.379 -0.267 0.00 -0.05 0.02
H -2.086 -4.241 -2.762 -0.06 -0.11 -0.10
H -1.597 -2.988 -4.881 -0.06 -0.09 -0.07
H -0.546 -1.069 -6.017 -0.01 -0.03 -0.07
H 0.748 0.581 -4.712 0.04 0.06 -0.03
H 0.980 0.338 -2.270 0.01 -0.02 0.01
C 4.671 0.935 3.014 0.07 0.27 -0.16
C 3.623 0.859 1.953 -2.78 -0.08 -0.01
O 4.164 0.810 0.676 0.26 -0.22 1.10
O 2.396 0.851 2.125 3.30 0.14 -0.17
H 5.598 1.300 2.583 0.08 0.04 0.04
H 4.865 -0.040 3.464 -0.19 -0.08 -0.17
H 4.329 1.602 3.800 -0.04 0.01 0.03
C 3.224 -1.758 0.528 0.17 -0.34 0.24
O 2.645 -0.683 -0.208 0.95 0.90 -0.27
C 3.308 0.492 -0.336 -1.90 0.05 -1.25
O 3.086 1.230 -1.257 0.65 -0.52 0.80
H 4.174 -2.055 0.076 -0.09 0.03 0.03
H 2.501 -2.566 0.458 0.03 0.06 0.06
H 3.368 -1.504 1.581 -0.11 -0.09 -0.11